Entry 1:
Below is C33H33N5S2Ti as an isolated structure in a non-equilibrium geometry, with properties calculated with ωB97M-V/def2-TZVPD.

Positions of all 74 atoms, in Å:
Ti1 1.124 -0.538 0.617
N1 0.670 8.428 -4.545
C1 0.693 7.442 -3.953
C2 0.723 6.189 -3.199
C3 1.825 5.350 -3.290
C4 1.849 4.164 -2.573
C5 0.780 3.788 -1.747
C6 -0.318 4.657 -1.674
C7 -0.350 5.843 -2.391
C8 0.815 2.534 -0.978
C9 1.889 2.392 -0.047
C10 2.893 3.338 0.232
C11 3.666 2.808 1.285
C12 3.100 1.588 1.603
N2 2.024 1.310 0.812
C13 -0.244 1.588 -1.222
C14 -1.347 1.763 -2.072
C15 -2.095 0.563 -2.022
C16 -1.407 -0.281 -1.171
N3 -0.283 0.315 -0.673
H1 2.654 5.621 -3.932
H2 2.701 3.501 -2.641
H3 -1.148 4.383 -1.038
H4 -1.200 6.509 -2.315
H5 3.026 4.291 -0.256
H6 4.524 3.259 1.764
H7 3.399 0.885 2.366
H8 -1.566 2.642 -2.659
H9 -3.000 0.327 -2.563
H10 -1.635 -1.305 -0.911
C17 0.077 -5.050 2.229
C18 0.636 -3.655 2.029
S1 -0.188 -2.675 0.802
C19 1.725 -3.224 2.689
C20 2.470 -4.109 3.665
S2 2.452 -1.627 2.442
H11 -0.934 -5.109 1.823
H12 0.036 -5.339 3.283
H13 0.673 -5.809 1.707
H14 1.825 -4.841 4.155
H15 2.948 -3.501 4.437
H16 3.269 -4.667 3.160
N4 -0.426 0.346 2.241
C21 -1.564 0.241 2.097
N5 -2.864 0.180 1.862
C22 -3.520 1.358 1.294
C23 -5.037 1.145 1.381
C24 -5.383 0.235 2.558
C25 -4.834 -1.178 2.305
C26 -3.490 -1.113 1.566
H17 -3.198 1.508 0.258
H18 -3.210 2.227 1.874
H19 -5.399 0.682 0.458
H20 -5.530 2.115 1.462
H21 -6.462 0.205 2.728
H22 -4.929 0.646 3.464
H23 -5.543 -1.742 1.691
H24 -4.724 -1.718 3.247
H25 -3.625 -1.182 0.483
H26 -2.791 -1.901 1.836
C27 2.527 -1.036 -1.000
C28 2.450 -2.413 -1.524
C29 1.659 -2.740 -2.635
C30 1.554 -4.042 -3.105
C31 2.235 -5.081 -2.478
C32 3.014 -4.778 -1.364
C33 3.119 -3.476 -0.898
H27 2.342 -0.282 -1.770
H28 3.476 -0.828 -0.501
H29 1.098 -1.945 -3.116
H30 0.923 -4.248 -3.964
H31 2.150 -6.099 -2.839
H32 3.538 -5.572 -0.840
H33 3.693 -3.259 -0.003

Properties
Spin multiplicity   3
Energy   -86995.43980 eV
Charge   -2
HOMO level (alpha / beta)   -0.2 / -0.9 eV
Expectation value of S²   2.030

---

Entry 2:
Below is C33H33N6NiO7S2 as an isolated structure, with properties calculated with ωB97M-V/def2-TZVPD.

Positions of all 82 atoms, in Å:
Ni1 0.632 -0.962 1.406
C1 1.013 -3.628 -4.575
C2 1.984 -2.962 -3.639
C3 2.236 -1.596 -3.733
C4 3.088 -0.966 -2.841
C5 3.686 -1.713 -1.836
C6 3.471 -3.079 -1.740
C7 2.625 -3.696 -2.644
S1 4.708 -0.908 -0.645
O1 5.382 -1.902 0.129
O2 5.456 0.095 -1.354
N1 3.729 -0.074 0.431
C8 2.864 0.964 0.012
C9 3.270 1.926 -0.923
C10 2.352 2.884 -1.302
C11 1.076 2.885 -0.747
C12 0.791 1.919 0.198
N2 1.671 0.993 0.573
H1 0.859 -3.034 -5.475
H2 0.045 -3.752 -4.084
H3 1.360 -4.620 -4.866
H4 1.754 -1.015 -4.510
H5 3.285 0.093 -2.924
H6 3.946 -3.645 -0.951
H7 2.442 -4.761 -2.560
H8 4.271 1.913 -1.322
H9 2.637 3.636 -2.027
H10 0.331 3.613 -1.036
H11 -0.187 1.832 0.659
C13 -1.503 -1.178 -0.500
O3 -1.190 -0.643 0.734
H12 -2.568 -1.020 -0.760
H13 -1.333 -2.273 -0.558
H14 -0.912 -0.738 -1.326
C14 -1.363 -6.149 -3.542
C15 -0.546 -6.032 -2.284
C16 -0.762 -4.986 -1.390
C17 -0.041 -4.898 -0.210
C18 0.913 -5.867 0.072
C19 1.161 -6.906 -0.810
C20 0.425 -6.984 -1.982
S2 1.840 -5.727 1.571
O4 0.918 -5.373 2.623
O5 2.632 -6.916 1.765
N3 2.815 -4.498 1.137
C21 3.528 -3.800 2.234
C22 2.670 -2.639 2.749
C23 2.294 -1.641 1.660
O6 3.476 -0.692 1.630
O7 1.932 -2.067 0.462
H15 -1.775 -5.185 -3.837
H16 -2.200 -6.836 -3.394
H17 -0.763 -6.534 -4.368
H18 -1.499 -4.225 -1.618
H19 -0.203 -4.078 0.480
H20 1.920 -7.637 -0.564
H21 0.609 -7.795 -2.677
H22 2.276 -3.767 0.631
H23 4.467 -3.427 1.828
H24 3.759 -4.517 3.024
H25 3.204 -2.107 3.541
H26 1.749 -3.041 3.174
N4 -7.281 1.687 7.700
C24 -6.279 1.451 7.186
C25 -5.026 1.161 6.546
C26 -4.916 1.223 5.157
C27 -3.709 0.958 4.544
C28 -2.600 0.609 5.314
C29 -2.710 0.535 6.701
C30 -3.915 0.818 7.314
N5 -1.376 0.332 4.689
C31 -0.104 0.485 5.225
C32 0.759 0.102 4.252
N6 0.052 -0.291 3.140
C33 -1.214 -0.142 3.419
H27 -5.779 1.493 4.563
H28 -3.616 1.030 3.469
H29 -1.858 0.236 7.294
H30 -4.005 0.760 8.390
H31 0.060 0.879 6.211
H32 1.835 0.089 4.259
H33 -1.985 -0.384 2.700

Properties
Spin multiplicity   1
Energy   -120742.46978 eV
Charge   -1
HOMO level (alpha / beta)   -3.9 / -3.9 eV

---

Entry 3:
Below is C33H33N6OPS5SbTi as an isolated structure, with properties calculated with ωB97M-V/def2-TZVPD.

Positions of all 81 atoms, in Å:
Ti1 -0.764 -0.185 -0.195
C1 -1.545 1.148 -4.366
C2 -1.063 0.474 -3.131
N1 -1.711 0.452 -2.026
N2 -2.933 1.061 -1.920
C3 -3.689 0.684 -0.872
N3 -4.810 1.350 -0.668
S1 -3.229 -0.617 0.151
C4 0.179 -0.341 -3.067
C5 1.008 -0.538 -4.153
C6 2.084 -1.412 -4.028
C7 2.298 -2.055 -2.824
C8 1.443 -1.785 -1.767
N4 0.411 -0.950 -1.879
H1 -2.363 0.566 -4.799
H2 -1.917 2.148 -4.134
H3 -0.760 1.262 -5.105
H4 -3.018 2.017 -2.310
H5 -5.075 2.139 -1.241
H6 -5.397 1.102 0.111
H7 0.824 -0.030 -5.086
H8 2.739 -1.588 -4.871
H9 3.114 -2.752 -2.692
H10 1.583 -2.250 -0.799
S2 1.391 4.423 2.167
Sb1 1.028 2.257 2.191
S3 0.650 1.814 -0.392
S4 -1.118 2.101 0.682
N5 -1.855 5.353 -0.259
C9 -1.663 4.820 -1.470
S5 -2.997 4.260 -2.360
N6 -0.385 4.834 -1.901
C10 0.135 4.413 -3.158
C11 -0.420 4.846 -4.357
C12 0.168 4.472 -5.554
C13 1.326 3.701 -5.564
C14 1.892 3.298 -4.365
C15 1.290 3.642 -3.160
H11 -2.786 5.344 0.118
H12 -1.096 5.640 0.341
H13 0.311 5.130 -1.231
H14 -1.296 5.478 -4.347
H15 -0.262 4.814 -6.486
H16 1.799 3.448 -6.504
H17 2.819 2.738 -4.360
H18 1.738 3.347 -2.218
O1 -0.073 -1.051 1.424
P1 0.360 -2.015 2.546
C16 -0.991 -2.260 3.675
C17 -0.961 -3.335 4.564
C18 -1.992 -3.500 5.472
C19 -3.052 -2.600 5.488
C20 -3.085 -1.534 4.600
C21 -2.053 -1.357 3.691
C22 0.850 -3.574 1.830
C23 0.047 -4.114 0.822
C24 0.366 -5.342 0.269
C25 1.480 -6.038 0.727
C26 2.272 -5.511 1.736
C27 1.961 -4.277 2.292
C28 1.739 -1.266 3.391
C29 2.915 -1.031 2.673
C30 3.948 -0.318 3.256
C31 3.811 0.161 4.555
C32 2.647 -0.074 5.272
C33 1.605 -0.786 4.691
H19 -0.141 -4.045 4.543
H20 -1.975 -4.331 6.163
H21 -3.858 -2.735 6.196
H22 -3.914 -0.840 4.617
H23 -2.072 -0.524 2.999
H24 -0.841 -3.588 0.486
H25 -0.259 -5.766 -0.506
H26 1.725 -7.001 0.300
H27 3.132 -6.060 2.094
H28 2.582 -3.866 3.078
H29 3.022 -1.405 1.660
H30 4.862 -0.139 2.705
H31 4.621 0.715 5.011
H32 2.549 0.295 6.284
H33 0.695 -0.963 5.249

Properties
Spin multiplicity   2
Energy   -138856.81785 eV
Charge   +2
HOMO level (alpha / beta)   -13.0 / -13.0 eV
Expectation value of S²   0.757

---

Entry 4:
Below is a 2-piece molecular cluster, C33H33NO4S2 overall in a non-equilibrium geometry, with properties calculated with ωB97M-V/def2-TZVPD.

Positions of all 73 atoms, in Å:
C1 -4.435 0.071 -4.715
C2 -4.380 1.222 -3.920
C3 -3.290 1.437 -3.076
C4 -2.263 0.486 -3.032
S1 -1.248 0.431 -1.576
C5 0.105 1.465 -1.535
S2 0.898 1.715 -3.053
C6 1.939 0.270 -3.343
C7 2.256 -0.550 -2.272
C8 3.101 -1.645 -2.452
C9 3.549 -1.969 -3.735
C10 3.177 -1.174 -4.825
C11 2.388 -0.034 -4.632
O1 -0.031 1.658 -4.166
O2 1.722 2.886 -2.854
O3 -2.135 0.889 -0.512
O4 -0.768 -0.945 -1.592
C12 -2.254 -0.605 -3.911
C13 -3.360 -0.824 -4.735
H1 -5.318 -0.136 -5.318
H2 -5.182 1.958 -3.932
H3 -3.226 2.319 -2.442
H4 -0.038 2.408 -1.008
H5 1.843 -0.286 -1.296
H6 3.417 -2.229 -1.586
H7 4.202 -2.833 -3.884
H8 3.508 -1.430 -5.834
H9 2.113 0.601 -5.475
H10 -1.394 -1.271 -3.941
H11 -3.372 -1.701 -5.378
C14 0.155 1.881 4.563
C15 -1.025 2.291 3.672
C16 -2.215 2.703 4.541
C17 -0.615 3.452 2.766
C18 -1.419 1.085 2.834
N1 -2.528 0.353 3.092
C19 -2.526 -0.842 2.373
C20 -1.354 -0.858 1.604
C21 -1.060 -1.983 0.842
C22 -2.025 -2.987 0.719
C23 -3.216 -2.932 1.463
C24 -3.481 -1.849 2.310
C25 -0.649 0.403 1.862
C26 0.566 0.793 1.271
C27 1.735 -0.007 1.400
C28 1.735 -1.212 2.157
C29 2.829 -2.058 2.150
C30 3.997 -1.713 1.462
C31 5.140 -2.680 1.391
C32 4.075 -0.446 0.866
C33 2.974 0.390 0.826
H12 1.026 1.596 3.961
H13 0.448 2.709 5.223
H14 -0.130 1.024 5.188
H15 -3.084 2.955 3.921
H16 -2.485 1.918 5.258
H17 -1.944 3.595 5.116
H18 -1.420 3.687 2.056
H19 -0.421 4.342 3.383
H20 0.299 3.232 2.206
H21 -3.298 0.609 3.697
H22 -0.081 -2.066 0.384
H23 -1.837 -3.820 0.037
H24 -3.933 -3.748 1.380
H25 -4.395 -1.744 2.892
H26 0.668 1.790 0.861
H27 0.853 -1.471 2.744
H28 2.768 -3.009 2.681
H29 5.952 -2.258 0.795
H30 5.510 -2.906 2.399
H31 4.845 -3.633 0.932
H32 5.014 -0.137 0.404
H33 3.031 1.370 0.345

Properties
Spin multiplicity   1
Energy   -66103.63283 eV
Charge   0
HOMO level   -7.7 eV

---

Entry 5:
Below is C33H34N5O2S2V as an isolated structure in a non-equilibrium geometry, with properties calculated with ωB97M-V/def2-TZVPD.

Positions of all 77 atoms, in Å:
V1 0.231 -0.041 0.255
C1 2.977 1.098 -0.914
N1 2.491 0.112 0.049
C2 3.030 0.434 1.369
C3 2.850 -1.235 -0.345
C4 4.154 -1.688 -0.231
C5 4.479 -3.019 -0.449
C6 3.468 -3.925 -0.718
C7 2.168 -3.493 -0.862
C8 1.841 -2.134 -0.757
N2 0.574 -1.642 -0.989
C9 -0.547 -2.401 -1.337
C10 -0.513 -3.410 -2.316
C11 -1.653 -4.109 -2.642
C12 -2.858 -3.811 -2.020
C13 -2.920 -2.744 -1.127
C14 -1.791 -2.014 -0.800
N3 -1.876 -0.797 -0.014
C15 -2.660 0.171 -0.778
C16 -2.486 -1.026 1.292
H1 4.074 1.092 -0.987
H2 2.649 2.087 -0.596
H3 2.558 0.904 -1.899
H4 4.117 0.587 1.351
H5 2.803 -0.376 2.063
H6 2.555 1.351 1.728
H7 4.937 -1.000 0.055
H8 5.504 -3.350 -0.357
H9 3.687 -4.979 -0.823
H10 1.382 -4.214 -1.024
H11 0.411 -3.616 -2.835
H12 -1.609 -4.884 -3.394
H13 -3.750 -4.370 -2.257
H14 -3.879 -2.482 -0.703
H15 -3.687 -0.178 -0.957
H16 -2.169 0.344 -1.737
H17 -2.693 1.116 -0.236
H18 -3.525 -1.374 1.211
H19 -2.473 -0.096 1.863
H20 -1.899 -1.769 1.834
C17 -0.010 1.738 4.300
C18 0.183 0.716 3.201
N4 -0.134 1.045 1.940
N5 -0.690 2.277 1.848
C19 -0.722 2.848 0.695
S1 -0.092 2.151 -0.748
S2 -1.299 4.505 0.555
C20 -2.907 4.542 1.522
C21 -2.687 4.758 2.970
C22 -2.907 3.741 3.895
C23 -2.658 3.947 5.238
C24 -2.174 5.169 5.681
C25 -1.952 6.189 4.767
C26 -2.206 5.987 3.426
C27 0.724 -0.544 3.596
C28 1.203 -0.741 4.908
C29 1.714 -1.946 5.340
C30 1.777 -3.030 4.473
C31 1.343 -2.877 3.172
C32 0.821 -1.659 2.693
O1 0.440 -1.595 1.470
H21 -0.532 2.606 3.914
H22 0.948 2.071 4.701
H23 -0.593 1.318 5.119
H24 -3.416 3.605 1.307
H25 -3.436 5.376 1.061
H26 -3.262 2.780 3.548
H27 -2.830 3.147 5.944
H28 -1.964 5.323 6.729
H29 -1.573 7.143 5.104
H30 -2.013 6.770 2.707
H31 1.182 0.078 5.609
H32 2.072 -2.043 6.358
H33 2.170 -3.982 4.808
H34 1.384 -3.700 2.472
O2 0.476 -0.102 -2.748
C33 0.414 -0.317 -1.569

Properties
Spin multiplicity   2
Energy   -93677.70633 eV
Charge   -1
HOMO level (alpha / beta)   -2.9 / -2.0 eV
Expectation value of S²   0.847

---

Entry 6:
Below is C33H34N6O6OsPSSe as an isolated structure, with properties calculated with ωB97M-V/def2-TZVPD.

Positions of all 83 atoms, in Å:
Os1 -0.014 -0.374 -0.005
C1 -0.253 0.368 4.306
C2 0.910 1.088 4.564
C3 1.815 1.313 3.542
C4 1.552 0.805 2.269
C5 0.396 0.071 2.000
C6 -0.522 -0.129 3.041
C7 2.462 0.931 1.136
C8 3.609 1.756 1.151
C9 4.426 1.787 0.070
C10 4.179 0.917 -1.015
C11 5.073 0.812 -2.104
C12 4.869 -0.119 -3.081
C13 3.767 -0.987 -2.993
C14 2.871 -0.886 -1.963
C15 3.031 0.094 -0.969
N1 2.126 0.191 0.080
H1 -0.971 0.199 5.099
H2 1.104 1.474 5.555
H3 2.721 1.869 3.741
H4 -1.448 -0.665 2.868
H5 3.803 2.374 2.014
H6 5.289 2.441 0.043
H7 5.931 1.471 -2.135
H8 5.554 -0.199 -3.914
H9 3.608 -1.734 -3.759
H10 2.021 -1.547 -1.930
C16 -5.752 -0.347 -5.109
C17 -4.312 -0.473 -4.700
C18 -3.950 -1.215 -3.578
C19 -2.622 -1.339 -3.209
C20 -1.653 -0.689 -3.960
C21 -1.983 0.052 -5.087
C22 -3.313 0.149 -5.452
S1 0.016 -0.807 -3.448
O1 0.844 -0.091 -4.373
O2 0.324 -2.170 -3.108
N2 0.004 0.001 -1.985
C23 -0.310 1.365 -1.916
C24 -0.500 2.332 -2.887
C25 -0.833 3.602 -2.436
C26 -0.954 3.876 -1.079
C27 -0.731 2.854 -0.174
N3 -0.418 1.640 -0.605
H11 -6.414 -0.780 -4.362
H12 -5.927 -0.858 -6.057
H13 -6.027 0.699 -5.248
H14 -4.707 -1.693 -2.971
H15 -2.345 -1.942 -2.354
H16 -1.205 0.528 -5.669
H17 -3.585 0.717 -6.333
H18 -0.380 2.108 -3.935
H19 -0.997 4.391 -3.159
H20 -1.215 4.863 -0.728
H21 -0.807 2.988 0.898
O3 -1.969 -3.003 -0.272
Se1 -2.910 -1.890 0.460
O4 -4.203 -1.451 -0.356
O5 -1.843 -0.427 0.316
O6 -3.010 -2.100 2.047
C28 2.525 -5.041 0.223
N4 2.687 -4.053 1.389
C29 1.852 -4.587 2.558
N5 0.501 -4.739 2.170
C30 0.382 -5.649 1.032
N6 1.163 -5.192 -0.117
C31 0.585 -4.012 -0.770
P1 0.436 -2.615 0.434
C32 2.237 -2.676 0.990
C33 -0.198 -3.468 1.953
H22 2.951 -5.983 0.571
H23 3.107 -4.646 -0.609
H24 3.669 -4.020 1.664
H25 1.958 -3.876 3.377
H26 2.295 -5.546 2.830
H27 -0.665 -5.719 0.744
H28 0.740 -6.636 1.330
H29 -0.392 -4.252 -1.176
H30 1.220 -3.704 -1.599
H31 2.368 -2.016 1.851
H32 2.892 -2.342 0.187
H33 -1.266 -3.643 1.880
H34 -0.032 -2.809 2.809

Properties
Spin multiplicity   1
Energy   -143928.81451 eV
Charge   +1
HOMO level (alpha / beta)   -11.2 / -11.2 eV

---

It is found that the relative energy (zero: lowest compared OMol25 entry of this formula, charge and spin) values, taken in the order of the records, are 0.0 0.0 10.0 0.0 40.4 0.0 kcal per mole.